# 1
ORCA calculation (wB97M-V/def2-TZVPD) on 2 unconnected molecules or ions with the total composition C10H16.

Output
Energy (eV): -10629.109
Charge: 0
Spin multiplicity: 1
Energy above the lowest of the compared OMol25 structures with the same formula, charge and spin (kJ/mol): 61.2
Kohn-Sham gap (eV): 10.0
SMILES: CCc1ccccc1.CC

XYZ file:
```
26
Properties=species:S:1:pos:R:3:forces:R:3
C -2.041 1.512 -0.043 0.8099 0.1466 -0.6583
C -2.637 1.192 -1.425 1.5516 0.1898 -0.0341
H -2.638 1.139 0.785 -0.0842 0.3545 0.1130
H -1.037 1.096 0.060 -0.2790 -0.3622 -0.0917
H -1.774 2.572 -0.006 -0.8163 0.1261 0.5284
H -2.229 0.250 -1.803 -0.6921 -0.3216 0.2054
H -3.710 1.261 -1.457 -0.3136 -0.1768 -0.1275
H -2.195 1.886 -2.145 -0.3795 0.2718 0.0015
C -0.272 -1.601 -0.376 -0.6968 0.6501 0.2424
C -0.285 -2.806 0.562 0.0976 0.2815 -0.0705
C 0.704 -0.539 0.051 1.9003 0.0593 -0.6729
C 0.853 -0.061 1.344 -0.9071 -0.1805 0.8174
C 1.678 -0.094 -0.866 -0.8867 -0.6126 0.1825
C 1.892 0.770 1.739 -0.1386 1.3384 -0.9048
C 2.629 0.845 -0.534 0.2460 0.1807 0.1620
C 2.732 1.318 0.772 0.2402 -1.0045 0.0970
H -0.104 -1.830 -1.430 0.3004 -0.3791 0.0992
H -1.275 -1.162 -0.404 -0.0511 -0.0126 0.2764
H -1.155 -3.429 0.379 0.1167 -0.2582 -0.0917
H 0.062 -0.300 2.053 0.2999 -0.1608 0.1793
H 1.669 -0.553 -1.847 0.0496 0.2433 -0.1606
H 1.990 1.233 2.711 -0.3346 -0.5538 0.3578
H 3.312 1.156 -1.304 0.2603 0.2237 -0.0924
H 3.534 1.970 1.099 -0.1059 0.1582 -0.2815
H -0.348 -2.457 1.592 -0.0905 -0.0056 0.0423
H 0.647 -3.367 0.492 -0.0964 -0.1957 -0.1186
```
Positions in Å, forces in eV/Å.

=====

# 2
ORCA calculation (wB97M-V/def2-TZVPD) on 2 unconnected molecules or ions with the total composition C10H16.

Output
Energy (eV): -10627.906
Charge: 0
Spin multiplicity: 1
Energy above the lowest of the compared OMol25 structures with the same formula, charge and spin (kJ/mol): 177.3
Kohn-Sham gap (eV): 9.8
SMILES: CCc1ccccc1.CC

XYZ file:
```
26
Properties=species:S:1:pos:R:3:forces:R:3
C -2.164 1.208 -1.126 -4.5040 0.2282 -1.2208
C -3.238 0.014 -0.907 1.6772 1.3866 -0.3436
C -0.800 0.983 -0.610 0.8442 1.8617 -1.1380
C 0.255 1.181 -1.538 -0.9456 -1.1716 2.2897
C -0.522 1.082 0.739 -1.2892 -0.3988 1.2294
C 1.536 1.225 -1.078 1.5878 -0.1538 -0.3049
C 0.789 1.208 1.196 -0.1724 0.3832 -0.3402
C 1.827 1.193 0.290 1.0396 0.8039 -0.1434
H -2.331 1.456 -2.200 1.3279 -0.0544 0.4750
H -2.754 2.071 -0.651 1.4431 -0.8863 -0.1377
H -2.981 0.025 0.198 -1.4705 -1.7073 -1.0282
H -0.030 1.222 -2.539 -0.0104 0.2054 -1.6398
H -1.417 1.095 1.441 1.4106 0.1264 -0.7250
H 2.357 1.333 -1.795 -0.2408 -0.0492 0.2814
H 1.034 1.568 2.175 -0.2415 -0.5594 0.7119
H 2.877 1.365 0.658 -1.2161 -0.3351 -0.5425
H -2.945 -0.871 -1.608 -0.6456 1.2546 1.9003
H -4.262 0.447 -1.181 1.4178 -0.9501 0.6933
C 1.180 -2.713 0.811 0.5664 1.1669 0.3437
C 1.537 -3.784 1.800 0.3996 1.4031 1.1472
H 1.132 -3.077 -0.184 -0.5656 -0.4828 -0.9870
H 0.236 -2.288 1.153 -0.0417 0.2626 -0.5105
H 1.928 -1.892 0.737 -0.4061 -0.4497 0.3980
H 0.677 -4.330 2.067 -1.0615 -1.2378 -0.1585
H 1.729 -3.278 2.762 0.6280 -0.2902 -0.2705
H 2.345 -4.421 1.501 0.4689 -0.3560 0.0207
```
Positions in Å, forces in eV/Å.

=====

# 3
ORCA calculation (wB97M-V/def2-TZVPD) on 2 unconnected molecules or ions with the total composition C10H16.

Output
Energy (eV): -10627.364
Charge: 0
Spin multiplicity: 1
Energy above the lowest of the compared OMol25 structures with the same formula, charge and spin (kJ/mol): 229.6
Kohn-Sham gap (eV): 9.9
SMILES: Cc1ccccc1.CCC

XYZ file:
```
26
Properties=species:S:1:pos:R:3:forces:R:3
C -1.940 2.114 -1.707 2.4342 -0.9402 0.7969
C -2.529 1.604 -0.391 -0.4550 -0.9886 0.2347
C -1.673 3.595 -1.358 -0.5766 0.1773 -4.3599
H -2.421 1.905 -2.684 -0.2250 0.2812 0.8888
H -0.853 1.479 -1.809 -2.6323 2.0831 0.1219
H -2.012 2.212 0.407 -1.3193 -0.6403 -0.4693
H -3.663 1.513 -0.320 1.5282 0.6075 0.0692
H -2.579 4.256 -1.378 0.4388 -0.9560 1.1421
H -2.120 0.619 -0.247 -0.3014 -0.7538 0.3357
H -1.244 3.988 -2.300 0.8527 0.2981 0.6837
H -1.007 3.593 -0.529 0.2812 0.8118 0.5678
C 1.461 -1.196 -1.335 1.0550 0.9323 0.4934
C 1.374 -2.409 2.831 0.8062 -0.9503 -2.4050
C 1.735 -3.409 1.801 -2.1552 6.4645 1.0760
C 1.199 -1.080 2.439 -1.3576 -0.5529 1.0555
C 1.685 -2.918 0.512 0.7505 -1.3961 -0.2997
C 1.122 -0.721 1.078 -0.0711 3.1459 2.5066
C 1.356 -1.640 0.104 0.0224 1.0182 -0.4925
H 1.272 -2.693 3.857 0.2210 -0.1048 0.4739
H 2.141 -4.278 2.090 1.0016 -3.3233 0.6563
H 0.929 -0.336 3.248 0.5183 -0.7940 -1.1633
H 2.055 -3.545 -0.270 0.0210 -0.6390 -0.4963
H 0.973 0.440 1.006 0.1732 -2.3829 -0.8545
H 0.556 -0.716 -1.726 0.0785 -0.7524 -0.1764
H 1.948 -1.973 -1.897 -0.6935 -0.5760 -0.7854
H 2.235 -0.405 -1.424 -0.3961 -0.0693 0.3998
```
Positions in Å, forces in eV/Å.

=====

# 4
ORCA calculation (wB97M-V/def2-TZVPD) on 2 unconnected molecules or ions with the total composition C10H16.

Output
Expectation value of S²: 0.77
Energy (eV): -10619.802
Charge: +1
Spin multiplicity: 2
Energy above the lowest of the compared OMol25 structures with the same formula, charge and spin (kJ/mol): 103.4
Kohn-Sham gap (alpha / beta) (eV): 9.9 / 6.0

XYZ file:
```
26
Properties=species:S:1:pos:R:3:forces:R:3
C 0.169 2.072 -2.239 0.7156 1.8725 -1.0088
C -1.124 1.958 -3.039 -0.1199 1.1767 -1.3678
H 1.004 1.436 -2.548 -0.4515 -0.3405 0.2211
H 0.628 3.093 -2.410 -0.6128 -0.9449 0.2043
H -0.069 2.046 -1.200 0.2204 -0.2484 0.7943
H -1.485 2.992 -3.236 -0.0309 -0.6142 0.3957
H -1.953 1.429 -2.562 0.3621 -0.2065 -0.0962
H -0.948 1.611 -4.074 -0.1413 -0.3355 0.6163
C -0.617 -0.105 2.501 -1.2031 -0.6002 -0.4740
C 0.539 0.247 3.388 1.2916 0.9970 1.7129
C -0.187 -0.766 1.205 -1.0195 1.2084 1.5593
C -0.461 -2.173 1.026 0.1238 0.2309 -0.3248
C 0.455 -0.074 0.243 1.5858 -1.7626 -1.9230
C 0.076 -2.893 -0.039 0.6059 -0.7594 -0.7069
C 0.824 -0.843 -0.920 0.5040 1.8684 0.4718
C 0.761 -2.241 -1.055 -1.0069 -1.0388 1.4629
H -1.300 -0.836 2.977 0.3902 0.5296 0.1323
H -1.210 0.809 2.399 -0.0244 -0.2447 -0.8329
H 1.536 0.357 2.911 -0.6940 -0.4214 0.1281
H -1.056 -2.697 1.759 0.0027 0.0546 0.1714
H 0.944 0.893 0.307 -0.8449 0.1379 0.2530
H -0.001 -3.979 0.000 -0.0909 0.2579 -0.2567
H 1.255 -0.260 -1.712 0.2212 -0.0530 -0.3324
H 1.246 -2.787 -1.857 -0.1833 0.2524 -0.0426
H 0.547 -0.474 4.188 0.7566 -0.5859 0.1428
H 0.427 1.184 3.988 -0.3563 -0.4302 -0.9001
```
Positions in Å, forces in eV/Å.

=====

Look up the spin multiplicity of the first one.
1